# 1
{"formula": "C11H12AsN2NdO5S", "method": "ωB97M-V/def2-TZVPD", "e_tot_ev": -111774.395, "orbital_gap_ev": [7.933, 7.961], "homo_energy_ha": [-0.301, -0.302], "lumo_ev": [-0.27, -0.26], "max_force_ha_per_bohr": 0.03182, "e_above_lowest_kj_mol": 0.0, "multiplicity": 4, "s_squared": 3.753, "elements": ["Nd", "As", "S", "O", "O", "O", "O", "O", "N", "N", "C", "C", "C", "C", "C", "C", "C", "C", "C", "C", "C", "H", "H", "H", "H", "H", "H", "H", "H", "H", "H", "H", "H"], "xyz": [[1.02861, -1.47600, -1.36396], [-1.12723, 1.62468, -0.82294], [1.04919, -1.53353, -6.45356], [-0.66402, -2.73522, -0.57478], [3.00321, -0.70868, -0.57924], [-0.08267, 0.32560, -0.83361], [-2.14968, -2.76834, 1.12295], [4.09913, 0.20012, 1.17311], [1.19105, -1.74905, 0.96828], [1.04911, -1.50665, -3.67140], [-1.03765, -2.61610, 0.66027], [0.07788, -2.12708, 1.59533], [-2.87847, 1.02315, -0.35277], [0.95887, -1.29844, 3.64264], [2.07686, -0.83729, 2.95769], [3.21986, -0.46927, 0.67724], [2.15106, -1.07349, 1.59892], [1.05426, -1.52381, -4.85562], [-0.07412, -1.92497, 2.95347], [-0.50178, 2.88071, 0.47434], [-1.13413, 2.40226, -2.56877], [-1.47426, 1.63752, -3.26488], [-3.18799, 0.28338, -1.08865], [-3.58234, 1.85254, -0.32753], [0.87478, -1.13653, 4.70980], [-1.77966, 3.27627, -2.61972], [-0.10889, 2.67139, -2.81426], [-0.98798, -2.24196, 3.43564], [2.87549, -0.29117, 3.44002], [-2.82052, 0.53958, 0.62108], [-1.12683, 3.77117, 0.49338], [-0.51567, 2.38861, 1.44491], [0.52454, 3.14061, 0.22265]], "forces_ev_per_a": [[0.4789, -0.2503, -1.5445], [-0.1327, 0.1135, -0.0068], [-0.0011, 0.0023, -0.0605], [-0.2915, -0.1669, 0.5335], [0.1765, 0.0018, 0.4873], [-0.3540, 0.6556, 0.0841], [-0.0394, -0.0294, -0.0400], [0.0649, 0.0078, -0.0477], [-0.0289, -0.0373, 1.1362], [0.0449, -0.0247, -0.8213], [0.0466, -0.0795, 0.1476], [0.0675, 0.0046, -0.1273], [0.0566, -0.0858, -0.0054], [-0.0179, -0.0114, -0.0220], [0.0392, -0.0113, 0.1283], [-0.0094, -0.0694, 0.1523], [-0.0370, -0.0555, -0.1533], [-0.0306, 0.0417, 0.0503], [-0.0092, -0.0286, 0.1196], [0.0389, -0.0450, -0.0136], [0.0336, -0.0622, 0.0182], [-0.0185, 0.0158, -0.0345], [-0.0270, -0.0004, -0.0115], [0.0091, 0.0179, -0.0022], [-0.0003, -0.0008, -0.0003], [-0.0144, 0.0003, 0.0314], [0.0078, 0.0382, -0.0180], [-0.0042, 0.0147, -0.0024], [-0.0137, -0.0015, -0.0003], [-0.0147, 0.0012, 0.0139], [-0.0097, -0.0027, -0.0100], [-0.0138, 0.0143, 0.0252], [0.0035, 0.0327, -0.0063]], "lowdin_spin": [3.03, 0.00, 0.00, 0.00, -0.01, -0.01, 0.00, 0.00, -0.01, -0.01, 0.00, 0.00, 0.00, 0.00, 0.00, 0.00, 0.00, 0.00, 0.00, 0.00, 0.00, 0.00, 0.00, 0.00, 0.00, 0.00, 0.00, 0.00, 0.00, 0.00, 0.00, 0.00, 0.00]}

# 2
{"formula": "C11H12BCl4NO2", "method": "ωB97M-V/def2-TZVPD", "e_tot_ev": -67956.049, "orbital_gap_ev": 7.180, "homo_energy_ha": -0.342, "lumo_ev": -2.13, "max_force_ha_per_bohr": 0.05013, "elements": ["Cl", "Cl", "Cl", "Cl", "O", "O", "N", "C", "C", "C", "C", "C", "C", "C", "C", "C", "C", "C", "B", "H", "H", "H", "H", "H", "H", "H", "H", "H", "H", "H", "H"], "xyz": [[5.78124, 0.59734, -1.49527], [-2.22844, 4.25558, -0.82733], [-3.01879, 1.31448, -0.43709], [-2.87147, 2.48190, -3.29051], [-0.73086, 2.13278, -1.70116], [-1.67963, -3.42113, 2.01805], [-1.73844, -1.32594, 1.19366], [1.44895, 1.69352, -0.93492], [-2.52334, -1.24593, 2.46561], [1.95075, 1.41746, -2.23345], [-1.36649, -2.55150, 1.02610], [2.31849, 1.64518, 0.17471], [-2.41037, -2.64618, 3.01395], [3.65355, 1.30978, 0.00758], [3.28393, 1.07925, -2.39706], [0.06666, 2.02028, -0.70801], [-0.62812, -3.09520, -0.12700], [4.13722, 1.02200, -1.28041], [-2.16442, 2.53194, -1.57300], [-0.49434, -2.30433, -0.86603], [-3.57130, -0.97733, 2.27845], [-3.39374, -3.10860, 3.15817], [-1.84069, -2.65299, 3.95103], [1.90650, 1.88000, 1.15476], [-1.17709, -3.92161, -0.58118], [3.68191, 0.85606, -3.38430], [-0.28370, 2.25300, 0.30228], [4.33305, 1.26405, 0.85467], [0.35096, -3.46292, 0.18471], [1.28262, 1.47266, -3.09137], [-2.07461, -0.51362, 3.14438]], "forces_ev_per_a": [[0.1134, -0.0260, -0.0049], [0.2124, -0.5002, -0.2351], [0.3850, 0.4126, -0.3833], [0.3594, 0.0369, 0.5683], [2.0846, -0.5373, 1.4181], [-0.2984, -0.0494, 0.2419], [0.1797, -0.9076, -0.2726], [0.4073, -0.2472, -0.1554], [0.6004, -0.0071, -0.9342], [-0.0234, 0.0242, 0.4462], [-0.9681, 2.0271, 1.1862], [-0.2716, -0.0398, -0.3779], [-0.0371, -0.7821, 0.5847], [0.1533, -0.0415, -0.2505], [0.0326, 0.0323, 0.1268], [-0.7885, 0.5691, -1.6403], [0.2573, 0.0748, -0.3757], [-1.0329, 0.2643, 0.2571], [-1.7385, 0.3247, 0.1949], [-0.0359, -0.1031, 0.0919], [0.3828, 0.1673, -0.1764], [0.3589, -0.1034, 0.0456], [-0.1304, -0.3270, -0.2077], [0.2357, -0.1130, -0.1013], [0.0213, 0.0165, 0.0810], [-0.0831, 0.0602, 0.2184], [-0.1601, -0.1764, -0.1641], [-0.1537, 0.0222, -0.1654], [-0.0548, -0.0612, 0.0166], [0.1357, -0.0350, 0.2155], [-0.1431, 0.0253, -0.2484]], "nbo_charge": [0.07, -0.26, -0.24, -0.23, -0.54, -0.50, -0.49, -0.23, -0.28, -0.10, 0.55, -0.10, -0.10, -0.25, -0.24, 0.53, -0.67, 0.03, 0.38, 0.24, 0.21, 0.19, 0.18, 0.23, 0.24, 0.24, 0.22, 0.24, 0.23, 0.25, 0.20]}

# 3
{"formula": "C11H12Br2N2O5P2", "method": "ωB97M-V/def2-TZVPD", "e_tot_ev": -183470.999, "orbital_gap_ev": 6.712, "homo_energy_ha": -0.323, "lumo_ev": -2.07, "max_force_ha_per_bohr": 0.19025, "smiles": "CC[C@H](Br)c1cc2c(c(P(O)Br)c1)C(=O)N(P(=N)(O)O)C2=O", "elements": ["Br", "Br", "P", "P", "O", "O", "O", "O", "O", "N", "N", "C", "C", "C", "C", "C", "C", "C", "C", "C", "C", "C", "H", "H", "H", "H", "H", "H", "H", "H", "H", "H", "H", "H"], "xyz": [[-0.33373, -4.15766, -0.17246], [2.87019, 4.17199, 0.43337], [-4.73047, -0.45809, -0.07888], [0.94107, -2.95999, -1.67271], [-3.30482, 2.55568, -0.32285], [-5.01198, -2.19469, -0.18232], [-4.86533, -0.06394, 1.64562], [2.65230, -3.36097, -1.49052], [-2.52124, -2.26432, -1.92369], [-3.16202, -0.00119, -0.79122], [-5.87418, 0.35102, -0.95268], [2.02641, -0.19513, -0.71737], [3.55236, 1.57375, 1.72140], [-1.00964, 1.12462, -0.52313], [3.15237, 2.19807, 0.22351], [0.26630, 2.06706, -0.10870], [-0.76641, -0.43530, -1.01862], [4.68544, 0.37385, 1.62737], [-2.63074, 1.38923, -0.52392], [-2.26897, -1.09887, -1.32339], [1.76717, 1.37271, -0.21417], [0.72666, -1.11177, -1.12196], [5.70513, 0.85752, 1.93901], [3.10619, -0.66757, -0.77656], [-6.48484, -0.36956, -1.39722], [4.34269, -0.51149, 2.34792], [-5.42648, -2.42805, -1.06462], [2.58204, 1.05402, 2.18305], [3.97784, 1.98995, -0.58213], [2.76955, -3.49312, -0.48603], [-5.41523, -0.80660, 2.06018], [4.76365, -0.11763, 0.55067], [0.08723, 3.17876, 0.24526], [3.83148, 2.43773, 2.46779]], "forces_ev_per_a": [[1.0284, 0.7158, -0.1490], [0.1075, -1.3055, -0.4054], [-5.4464, 0.4541, -1.8119], [0.9341, 0.4469, -1.0775], [4.4158, -8.6326, -1.3008], [0.9416, 2.7259, -0.0415], [0.6284, -2.5045, -2.9667], [-2.8833, 0.6898, 3.0176], [0.9631, 7.8386, 4.1251], [-0.8407, -0.9165, 1.2450], [2.3797, -2.4901, 1.6673], [-4.3853, 1.6634, 0.2574], [-0.7492, -0.7523, 0.0948], [3.1983, -1.9377, -0.4772], [-0.9374, -2.1863, 0.7160], [0.0473, -4.1505, -1.4462], [1.6596, 2.0944, 0.8288], [-0.4512, 0.1228, 0.1976], [-0.3777, 4.1167, 0.8358], [2.0301, -2.6030, -1.5976], [-1.8962, -1.2779, -1.0778], [-0.1783, 3.9888, 2.2444], [-1.8243, -1.3686, -0.6440], [-2.5430, 1.2007, 0.1172], [0.4020, 0.8134, 0.5756], [1.0770, 2.0636, -1.4118], [0.8838, 0.7760, 1.2785], [1.9557, 1.3951, -1.1804], [-1.6396, 0.6355, 1.6539], [0.2239, 0.2223, -2.0439], [1.0165, 1.2987, -0.9363], [-0.0960, 1.2977, 2.2205], [0.5960, -2.6485, -0.8388], [-0.2399, -1.7863, -1.6685]], "nbo_charge": [-0.23, 0.02, 2.23, 1.06, -0.48, -0.96, -0.93, -0.95, -0.51, -0.84, -1.28, -0.22, -0.43, -0.09, -0.29, -0.18, -0.10, -0.64, 0.68, 0.70, 0.01, -0.36, 0.23, 0.26, 0.37, 0.23, 0.52, 0.23, 0.25, 0.49, 0.52, 0.21, 0.29, 0.24]}

# 4
{"formula": "C11H12Br2N3O5Re", "method": "ωB97M-V/def2-TZVPD", "e_tot_ev": -168520.258, "orbital_gap_ev": [7.189, 7.365], "homo_energy_ha": [-0.453, -0.444], "lumo_ev": [-5.14, -4.73], "max_force_ha_per_bohr": 0.02514, "charge": 1, "multiplicity": 2, "s_squared": 0.775, "elements": ["Re", "Br", "Br", "O", "O", "O", "O", "O", "N", "N", "N", "C", "C", "C", "C", "C", "C", "C", "C", "C", "C", "C", "H", "H", "H", "H", "H", "H", "H", "H", "H", "H", "H", "H"], "xyz": [[0.17669, -0.56866, -0.37713], [3.15453, -1.21232, -3.11617], [2.74961, -1.15816, 0.09802], [-0.81791, -2.61905, 2.94150], [0.31451, 3.01180, -2.16532], [-3.12523, -0.30799, -2.67519], [0.88470, 1.01948, -1.27980], [-0.36602, -2.01168, 0.82058], [-0.12175, -1.94532, -2.03475], [-1.42917, 0.12094, -1.17707], [0.08496, 0.44345, 1.49194], [-0.30232, -0.33963, 2.51438], [-1.45060, 1.56209, -1.36684], [-0.19778, 1.48404, 4.02917], [3.65021, -0.39974, -1.46720], [-2.16801, -0.69302, -2.06835], [-0.53485, -1.77761, 2.15129], [0.35269, 1.73635, 1.71689], [-0.00908, 1.97760, -1.68140], [0.21358, 2.28721, 2.97780], [-0.45633, 0.14085, 3.79360], [-1.59836, -2.09162, -2.15216], [0.33277, -2.84426, -1.89620], [0.25465, -1.57225, -2.90329], [-0.30880, 1.89736, 5.02241], [-1.94456, -2.68863, -1.30841], [-0.76895, -0.54375, 4.56987], [-1.73669, 2.07588, -0.44598], [0.68402, 2.31884, 0.86828], [3.39332, 0.65108, -1.47953], [4.69866, -0.59252, -1.28205], [-2.13080, 1.86392, -2.15948], [0.43114, 3.33587, 3.12242], [-1.90883, -2.56053, -3.08185]], "forces_ev_per_a": [[-1.2201, -0.3412, -0.2576], [-0.0660, -0.0403, 0.0162], [0.1762, -0.0974, -0.1023], [-0.0574, -0.0114, 0.0367], [0.0086, 0.0237, 0.0552], [0.0025, -0.0120, -0.0154], [0.0238, 0.3274, -0.0991], [0.4272, 0.3186, 0.5045], [0.0262, -0.1135, 0.1219], [0.3406, -0.0514, -0.1610], [0.2199, 0.1054, 0.0827], [0.0596, 0.1756, -0.1585], [-0.2268, -0.1969, 0.1049], [0.0009, 0.0191, 0.0320], [0.0738, 0.0200, 0.0701], [-0.1081, 0.2973, 0.0576], [-0.0875, -0.2414, -0.3589], [-0.0500, -0.1232, 0.0280], [0.3314, -0.0836, 0.0305], [0.0005, 0.0288, 0.0062], [-0.0214, -0.0550, 0.0705], [0.1758, -0.0289, 0.0178], [-0.0368, -0.0280, 0.0172], [0.0992, -0.0020, -0.0138], [-0.0068, -0.0079, -0.0059], [-0.0410, -0.0119, -0.0109], [0.0034, 0.0218, 0.0111], [-0.0457, 0.0278, -0.0232], [0.0225, 0.0124, 0.0235], [-0.0451, 0.0066, -0.0297], [0.0345, 0.0664, -0.0104], [-0.0106, -0.0089, -0.0173], [0.0010, -0.0095, 0.0066], [-0.0043, 0.0137, -0.0292]], "lowdin_spin": [0.85, 0.00, 0.00, 0.01, 0.01, -0.01, 0.09, 0.06, 0.01, -0.04, 0.01, 0.00, 0.00, 0.00, 0.00, 0.00, 0.01, 0.00, 0.01, 0.00, 0.00, 0.00, 0.00, 0.00, 0.00, 0.00, 0.00, 0.00, 0.00, 0.00, 0.00, 0.00, 0.00, 0.00]}